{"formula": "C2H4ClNOS", "method": "ωB97M-V/def2-TZVPD", "charge": 0, "lumo_ev": -0.66, "relative_energy_kj_mol": 98.6, "orbital_gap_ev": 9.0, "energy_ha": -1066.94301, "elements": ["C", "N", "C", "O", "S", "Cl", "H", "H", "H", "H"], "coordinates": [[0.84, 0.62, 0.69], [-0.16, 0.01, -0.10], [-0.83, -1.05, 0.36], [-0.46, -1.57, 1.38], [-0.67, 1.00, -1.56], [-0.31, -0.10, -3.29], [1.11, 1.58, 0.23], [0.31, 0.86, 1.71], [1.84, 0.01, 0.86], [-1.67, -1.36, -0.29]]}

---

{"formula": "C25H33BF3IO11PS", "method": "ωB97M-V/def2-TZVPD", "charge": -1, "lumo_ev": -0.32, "relative_energy_kj_mol": 570.3, "orbital_gap_ev": 4.5, "energy_ha": -3161.36009, "elements": ["C", "C", "C", "O", "O", "C", "C", "C", "C", "C", "C", "P", "C", "O", "I", "B", "O", "O", "C", "C", "S", "O", "O", "C", "F", "F", "F", "H", "H", "H", "H", "H", "H", "H", "H", "H", "H", "H", "H", "H", "H", "H", "H", "H", "H", "H", "H", "H", "H", "H", "H", "H", "C", "C", "C", "O", "C", "C", "C", "O", "H", "H", "H", "H", "C", "C", "C", "O", "C", "C", "C", "O", "H", "H", "H", "H"], "coordinates": [[-2.13, 1.80, 2.98], [-2.21, 3.26, 2.65], [-2.87, 3.70, 1.19], [-4.09, 3.23, 0.84], [-2.06, 4.60, 0.35], [-0.87, 3.93, -0.20], [-1.27, 3.06, -1.56], [-1.35, 1.47, -1.03], [-2.46, 0.60, -1.86], [-1.99, -1.02, -1.91], [-2.81, -1.71, -0.69], [-2.35, -3.48, -0.17], [-3.62, -3.30, 1.27], [-3.73, -4.02, -1.16], [-0.96, -3.91, -2.20], [-2.06, -5.37, 0.20], [-2.81, -6.17, 1.18], [-1.06, -6.15, -0.61], [-0.06, -6.79, 0.26], [0.25, -8.37, -0.18], [-0.68, -2.85, 1.00], [0.58, -3.66, 0.49], [-0.27, -1.34, 0.78], [-0.79, -3.09, 2.83], [0.58, -2.76, 3.38], [-1.10, -4.46, 3.30], [-1.69, -2.05, 3.45], [-2.94, 1.01, 2.62], [-1.21, 1.40, 3.60], [-1.80, 4.13, 3.34], [-0.36, 3.17, 0.56], [-0.04, 4.69, -0.55], [-2.27, 3.41, -2.06], [-0.34, 3.11, -2.27], [-0.25, 1.07, -1.09], [-1.66, 1.42, 0.12], [-3.48, 0.65, -1.26], [-2.70, 0.99, -2.94], [-2.30, -1.33, -3.00], [-0.82, -0.93, -1.76], [-3.96, -1.73, -1.01], [-2.78, -0.91, 0.20], [-3.85, -2.19, 1.58], [-3.36, -3.88, 2.24], [-4.67, -3.74, 0.91], [-3.66, -5.01, -1.26], [-2.31, -6.32, 2.03], [0.96, -6.22, 0.05], [-0.25, -6.68, 1.41], [1.42, -8.52, -0.03], [-0.38, -9.15, 0.42], [0.05, -8.48, -1.34], [4.35, 1.47, -1.68], [5.17, 0.47, -1.99], [4.79, -0.94, -1.76], [5.55, -1.86, -2.04], [3.46, -1.19, -1.17], [2.63, -0.19, -0.87], [3.01, 1.22, -1.10], [2.26, 2.13, -0.82], [4.61, 2.51, -1.84], [6.15, 0.64, -2.42], [3.20, -2.23, -1.01], [1.65, -0.36, -0.44], [2.44, 6.53, 1.21], [3.07, 5.58, 0.51], [4.00, 5.91, -0.58], [4.58, 5.04, -1.22], [4.22, 7.34, -0.87], [3.60, 8.30, -0.17], [2.66, 7.96, 0.92], [2.09, 8.84, 1.55], [1.75, 6.30, 2.01], [2.92, 4.52, 0.71], [4.91, 7.57, -1.67], [3.75, 9.35, -0.38]]}

---

{"formula": "C26H36N3O4P2Zr", "method": "ωB97M-V/def2-TZVPD", "charge": 1, "lumo_ev": -4.83, "orbital_gap_ev": 5.4, "energy_ha": -2207.04850, "elements": ["C", "C", "N", "C", "C", "C", "C", "P", "Zr", "P", "C", "O", "O", "H", "H", "H", "C", "C", "H", "H", "H", "H", "C", "C", "H", "H", "H", "H", "H", "H", "H", "H", "H", "H", "H", "H", "H", "H", "H", "H", "H", "H", "O", "C", "N", "C", "C", "O", "N", "C", "C", "C", "C", "C", "C", "C", "C", "C", "C", "C", "C", "H", "H", "H", "H", "H", "H", "H", "H", "H", "H", "H"], "coordinates": [[1.14, -1.38, -5.55], [1.20, -0.99, -4.21], [0.01, -0.84, -3.55], [-1.18, -1.10, -4.06], [-1.27, -1.47, -5.41], [-0.10, -1.61, -6.14], [2.45, -0.67, -3.53], [2.57, -0.43, -1.76], [0.12, -0.25, -1.30], [-2.34, -0.07, -1.64], [-2.41, -1.11, -3.15], [1.97, 2.10, -4.32], [-0.67, 2.57, -4.01], [2.06, -1.50, -6.09], [-2.25, -1.67, -5.82], [-0.14, -1.90, -7.18], [3.23, -1.83, -0.88], [3.54, 1.00, -1.37], [-3.30, -0.80, -3.70], [-2.57, -2.14, -2.80], [2.19, 1.18, -4.05], [3.37, -0.92, -4.04], [-3.21, -0.88, -0.34], [-3.00, 1.51, -1.97], [0.55, 1.53, -1.49], [-0.59, 3.46, -3.65], [0.26, 2.33, -4.24], [2.32, 2.18, -5.21], [-0.01, -1.90, -0.91], [0.00, 1.32, -2.29], [4.25, -1.95, -1.21], [3.20, -1.63, 0.20], [2.65, -2.73, -1.09], [4.57, 0.75, -1.62], [3.21, 1.86, -1.95], [3.46, 1.23, -0.30], [-4.06, 1.37, -2.21], [-2.91, 2.16, -1.09], [-2.47, 1.98, -2.81], [-4.26, -0.93, -0.64], [-2.82, -1.89, -0.15], [-3.12, -0.31, 0.59], [-0.15, 2.82, 0.43], [-0.21, 1.81, 1.16], [-0.28, 1.71, 2.56], [-0.23, 0.36, 3.06], [-0.25, -0.43, 1.73], [-0.26, -1.65, 1.57], [-0.22, 0.47, 0.71], [1.10, 0.15, 3.79], [2.09, -0.74, 3.36], [3.28, -0.88, 4.10], [3.50, -0.12, 5.24], [2.52, 0.80, 5.65], [1.33, 0.93, 4.93], [-1.48, 0.04, 3.86], [-1.41, -0.65, 5.07], [-2.57, -0.93, 5.80], [-3.82, -0.54, 5.31], [-3.90, 0.14, 4.09], [-2.73, 0.43, 3.36], [-0.26, 2.57, 3.08], [1.96, -1.37, 2.48], [4.04, -1.59, 3.76], [4.42, -0.22, 5.80], [2.69, 1.40, 6.55], [0.59, 1.65, 5.28], [-0.45, -0.97, 5.48], [-2.49, -1.46, 6.74], [-4.72, -0.77, 5.88], [-4.88, 0.45, 3.71], [-2.84, 0.97, 2.42]]}

---

{"formula": "C2H3N2O2", "method": "ωB97M-V/def2-TZVPD", "charge": 1, "lumo_ev": -5.06, "relative_energy_kj_mol": 481.9, "orbital_gap_ev": 10.3, "energy_ha": -337.55464, "elements": ["C", "C", "N", "N", "O", "O", "H", "H", "H"], "coordinates": [[0.45, 0.62, 0.18], [-0.79, -0.19, -1.26], [0.74, 0.06, 1.23], [-1.45, -0.93, -1.84], [0.60, 1.74, -0.40], [0.38, -1.02, 1.85], [0.96, 2.39, 0.18], [-2.01, -1.42, -2.49], [1.10, -1.24, 2.56]]}